C5H11NO in the gas phase. Source: OMol25; level of theory: ωB97M-V/def2-TZVPD.

Output
Frontier orbital gap = 0.3837 hartree
Total charge = 0
Electronic energy = -8901.6808 eV
SMILES = CC(=O)NC(C)C
ΔE to the lowest compared entry with this formula, charge and spin = 0.4 kcal per mole
HOMO level = -0.350 Ha

```
18
C5H11NO ωB97M-V/def2-TZVPD
C -2.26 1.03 -1.15
C -1.55 0.44 0.06
O -2.12 -0.13 0.96
N -0.20 0.62 0.02
C 0.68 -0.30 0.72
C 2.06 0.32 0.88
C 0.75 -1.61 -0.06
H -3.33 0.81 -1.08
H -1.86 0.59 -2.05
H -2.12 2.10 -1.18
H 0.19 1.01 -0.82
H 0.23 -0.48 1.70
H 2.52 0.48 -0.09
H 1.99 1.28 1.39
H 2.70 -0.33 1.47
H 1.39 -2.33 0.45
H -0.24 -2.04 -0.15
H 1.16 -1.44 -1.06
```

C5H11NO in the gas phase. Source: OMol25; level of theory: ωB97M-V/def2-TZVPD.

Output
Frontier orbital gap = 0.3843 hartree
Total charge = 0
Electronic energy = -8901.6710 eV
SMILES = CCCNC(C)=O
ΔE to the lowest compared entry with this formula, charge and spin = 0.6 kcal per mole
HOMO level = -0.352 Ha

```
18
C5H11NO ωB97M-V/def2-TZVPD
C -2.13 -0.24 -0.80
C -1.56 0.87 0.08
C -0.61 0.34 1.16
N 0.53 -0.39 0.63
C 1.58 0.25 0.06
C 2.69 -0.64 -0.46
O 1.64 1.47 -0.02
H -2.86 0.15 -1.52
H -1.34 -0.74 -1.37
H -2.64 -1.01 -0.20
H -1.01 1.59 -0.53
H -2.37 1.41 0.57
H -0.22 1.18 1.74
H -1.15 -0.33 1.84
H 0.50 -1.40 0.63
H 2.80 -0.48 -1.54
H 2.53 -1.71 -0.27
H 3.63 -0.33 0.00
```

A molecular structure, C5H11NO. Source: OMol25; level of theory: ωB97M-V/def2-TZVPD.

Output
Frontier orbital gap = 0.3317 hartree
Total charge = 0
Electronic energy = -8896.5822 eV
ΔE to the lowest compared entry with this formula, charge and spin = 118.0 kcal per mole
HOMO level = -0.320 Ha

```
18
C5H11NO ωB97M-V/def2-TZVPD
C -0.65 -0.24 -0.20
C 1.78 -0.20 0.88
C -0.90 -1.32 -1.23
C -1.70 -0.02 0.85
C 1.09 1.41 -0.34
O -0.17 0.92 -0.75
N 1.56 2.50 -0.66
H 0.46 -0.54 0.44
H 1.01 3.09 -1.28
H 2.78 -0.07 0.47
H 1.70 0.37 1.80
H 1.81 -1.27 1.14
H -1.96 -0.96 1.35
H -2.61 0.40 0.42
H -1.34 0.69 1.61
H -1.72 -1.05 -1.90
H -0.01 -1.46 -1.85
H -1.15 -2.26 -0.74
```